[1]
Below is C46H40MoN3O7S3 as an isolated structure at a distorted geometry, with properties calculated with ωB97M-V/def2-TZVPD.

```
100
Properties=species:S:1:pos:R:3:forces:R:3
H 2.0215 -2.3908 2.0977 0.0 -0.1 0.1
C 1.9348 -3.7557 -1.7461 -0.1 -0.1 0.1
H -4.4718 0.8036 -0.6299 0.0 0.0 0.1
C 1.8967 0.5221 -3.1050 0.0 0.0 0.1
C -4.6165 0.7325 -1.7064 0.4 -0.2 -0.1
H -4.3748 -1.0689 -3.9157 -0.1 -0.1 0.0
C -2.0418 -3.0422 0.2545 0.3 0.4 0.6
H 5.9965 4.9788 3.0962 0.0 0.1 0.0
Mo 0.2134 0.1432 1.3434 -1.3 1.3 2.7
C -0.1554 -2.6395 -1.3294 0.2 0.1 0.3
C -2.2528 2.8637 0.7333 0.2 0.3 -0.3
H -2.5620 -3.8872 -1.6495 0.0 0.0 -0.1
H 0.3155 5.7411 -1.6707 0.0 0.1 0.1
C -0.2245 4.8504 -3.5361 0.0 0.0 0.1
H 3.5155 0.0627 -4.4074 0.0 0.0 -0.1
C -1.8949 -0.7883 -0.9192 0.2 0.9 0.4
H 1.3866 1.0800 -3.8688 -0.1 0.1 0.0
H -2.2075 -0.1922 -0.0144 0.0 -0.2 -0.4
H -5.5072 0.1443 -1.9019 -0.1 0.0 0.0
H -0.6910 1.5591 -4.0691 -0.1 -0.1 0.0
C -3.4890 -4.9349 -0.0421 0.0 0.1 0.0
C 3.3451 3.0302 2.4774 -0.4 -0.8 0.1
H 4.7686 -1.2295 -2.7053 0.1 0.0 0.0
H -4.2396 -5.8333 1.7493 -0.1 -0.1 0.0
H -2.2432 2.1957 -0.1309 -0.1 0.0 0.1
C -1.1037 -1.9765 -0.3279 -1.7 -1.7 -2.6
H -0.8072 3.6900 -5.2299 0.0 -0.1 -0.1
H -1.7492 -2.4014 2.2912 -0.1 -0.2 -0.1
C -1.1806 0.1803 -1.9008 -0.3 -0.4 0.0
O -0.3779 -1.3379 0.6822 0.7 -1.4 0.8
C -3.6398 -5.0415 1.3306 0.0 0.1 0.1
C -2.6842 -3.9466 -0.5822 0.1 0.1 0.0
O 2.2909 2.3899 0.1579 0.5 0.6 0.0
O -3.0181 -1.1162 -1.6598 0.1 -0.3 0.0
H -3.9899 -5.6286 -0.6991 0.0 -0.1 -0.1
C -2.4045 1.5424 4.3661 0.5 -0.2 -0.5
H -3.1456 -4.1954 3.2354 0.0 0.0 0.1
C -1.4974 0.7899 3.6839 -0.5 0.2 0.9
O -2.2922 0.9705 -2.2380 -0.1 0.0 0.2
H -0.2378 5.7870 -4.0689 -0.1 0.1 -0.1
C 1.3638 0.4157 -1.8233 0.2 -0.3 0.6
H 1.2620 -3.1478 0.1932 0.1 0.0 0.0
O 2.8759 -0.3411 3.5314 0.2 0.6 -0.2
H -2.7066 1.4518 5.3911 0.0 -0.1 0.2
C 0.1001 4.8225 -2.1918 0.0 0.0 0.0
C 5.7555 2.9647 3.7851 0.0 -0.1 0.1
C 4.9455 1.8372 3.8269 -0.3 -0.1 -0.1
C 2.7771 0.7531 3.0267 1.1 -1.5 1.3
C 0.4020 -3.3786 -3.5454 0.0 0.0 0.0
H 5.2631 0.9461 4.3473 0.0 -0.1 0.0
C -3.0183 -4.1268 2.1654 -0.1 0.0 0.1
S -3.0888 2.7315 3.3425 0.6 -0.6 -0.5
C 0.7305 -1.9893 3.7377 -0.1 -0.2 0.2
H 2.3179 -4.3015 -3.7771 0.1 -0.1 -0.1
H 1.7114 -0.3672 0.1842 1.1 -0.3 -0.9
H -1.3457 -0.7096 6.2122 -0.1 0.1 0.2
S 1.9191 2.6202 1.5148 0.0 0.7 -0.6
C -0.1033 2.4245 -2.1694 0.0 0.3 0.6
N 0.1279 -0.9265 3.2179 -0.1 -0.3 0.9
S 0.2996 -2.3102 5.3665 0.0 0.4 -0.8
H 2.8655 -4.1563 -1.3782 0.1 -0.1 0.0
C 1.0436 -3.1661 -0.8664 -0.2 -0.2 -0.1
C 0.0116 1.0817 -1.4415 -0.3 -0.1 -3.7
C -0.7261 -0.3458 4.1400 -0.1 -0.3 1.0
H -2.7364 -0.5350 -4.3227 0.1 -0.1 -0.1
H -4.7471 1.7278 -2.1207 -0.1 0.1 0.0
C -0.7581 -0.9689 5.3537 0.1 0.3 -0.6
H 0.4268 3.6058 -0.4669 -0.1 0.1 -0.1
H 3.8486 -1.4335 -0.4231 0.0 -0.1 0.1
C -0.4908 -2.7783 -2.6724 0.0 0.0 0.0
C 4.1311 4.1561 2.4436 0.0 0.4 -0.2
C -0.5255 3.6669 -4.1900 0.1 0.0 0.0
O 0.0291 1.0997 -0.0667 -0.2 1.4 0.3
H -1.4113 3.5562 0.6224 -0.1 -0.1 0.0
H -1.4571 -2.4613 -3.0351 -0.1 0.1 0.0
H -3.1643 3.4607 0.6965 0.0 -0.1 0.0
C 3.1127 -0.0654 -3.4152 -0.1 0.0 0.1
C 3.8184 -0.7773 -2.4634 -0.1 0.1 0.2
C -3.6637 -0.2526 -3.8303 0.2 0.0 0.4
C -2.2299 -3.1216 1.6298 0.1 0.2 0.0
N -1.3375 1.1553 2.3529 0.0 -0.2 0.0
C -2.1431 2.1776 2.0329 -0.4 0.4 -0.1
H 1.2097 -3.8284 2.7894 -0.1 0.0 -0.1
H -0.8340 -0.3972 -2.7718 0.1 0.2 0.2
C -3.4120 0.0801 -2.3689 -0.6 0.2 -0.3
C -0.4551 2.4587 -3.5215 0.0 0.1 0.1
C 5.3540 4.1114 3.1152 -0.3 0.0 -0.1
H -4.0686 0.6236 -4.3267 -0.1 0.1 -0.1
N 1.6884 1.0531 2.1956 0.1 0.3 -0.3
C 1.6234 -3.8454 -3.0908 0.0 0.0 0.0
C 1.6746 -2.8669 3.0173 0.2 -0.2 -0.1
H 6.7164 2.9466 4.2767 0.0 0.0 0.1
H 2.5417 -3.0752 3.6455 0.0 0.1 -0.1
H 0.1348 -3.4927 -4.5839 0.0 0.0 -0.1
C 3.7241 1.8720 3.1553 0.2 0.2 0.1
C 3.3027 -0.8921 -1.1815 0.0 0.0 0.4
C 2.0915 -0.2967 -0.8820 -0.2 0.3 -0.3
C 0.1567 3.6184 -1.5095 0.1 -0.2 -0.1
O 0.6521 3.2452 1.7756 0.6 0.5 0.3
H 3.8296 5.0399 1.9062 0.0 0.1 -0.1
```
Forces are in eV/Å.

Values from the calculation:
HOMO-LUMO gap   3.990 eV
ΔE to the lowest compared entry with this formula, charge and spin   74.2 kcal per mole
Net charge   +3
Maximum force   3.715 eV Å⁻¹


[2]
Below is C45H41LaN15OS2 as an isolated structure at a distorted geometry, with properties calculated with ωB97M-V/def2-TZVPD.

```
105
Properties=species:S:1:pos:R:3:forces:R:3
C 4.2741 -5.3989 4.4337 0.0 0.0 0.0
C 4.5514 -4.1495 4.9590 0.0 0.0 0.0
C 3.5925 -3.1406 2.9932 0.0 0.1 0.0
N -1.4664 1.9606 -2.7518 -0.1 0.1 0.0
H -4.5932 -4.7031 0.6342 0.0 0.0 0.0
H 3.2649 4.3935 0.6577 0.0 0.0 0.0
C 4.2019 -3.0141 4.2327 0.0 0.1 0.1
N 0.5735 -3.3827 2.0262 0.1 0.1 -0.2
H 3.1209 -0.8735 -5.9373 0.0 0.0 0.0
H -3.2580 -5.4278 1.5630 0.0 0.0 0.0
C 3.6046 4.3020 3.2550 0.0 0.0 0.0
H -4.4556 3.3554 -2.2714 0.0 0.0 0.0
C -2.4161 -3.8653 -1.0413 0.1 0.1 -0.2
H -0.9868 -2.0074 2.1906 0.0 0.0 0.0
C 3.7745 1.9334 2.9482 0.0 0.0 0.0
C 2.5638 -4.5009 1.1624 -0.1 0.1 0.0
C -2.7477 2.9059 3.6261 0.0 0.0 0.0
N 0.7551 -0.5540 -2.9059 0.0 0.0 0.1
C 4.4145 -1.6774 4.7872 0.0 -0.2 -0.1
S -2.8676 -5.5372 -0.8141 -0.1 0.0 0.0
C 4.0790 1.7746 4.2933 0.0 0.0 0.0
N 0.3328 1.5339 -0.1225 -0.1 0.2 0.0
C 2.4607 -0.7830 -5.0842 0.0 0.0 0.0
C -6.2201 -0.1309 -3.4662 0.0 0.0 0.0
C 3.2707 3.3460 0.9445 -0.1 0.0 0.0
N -4.0005 1.6851 -1.1010 0.0 0.0 0.0
N 4.8436 -1.3216 5.9438 0.0 0.2 0.1
C 3.2930 -4.3918 2.4797 -0.1 0.0 0.0
H -4.5436 3.3122 0.7934 0.0 0.0 0.0
C -1.2419 3.2577 -4.5809 0.0 0.0 -0.1
N -0.9900 -2.6582 -2.3620 -0.3 -0.5 -0.1
H -1.4517 0.4386 1.6959 0.0 0.0 0.1
H 4.3961 2.7519 6.1719 0.0 0.0 0.0
C 1.4522 -1.7025 -4.8824 0.0 0.0 -0.1
O 4.0763 -0.6182 4.0110 0.0 0.0 -0.1
C -4.0566 -1.1953 -3.4635 0.0 0.0 -0.1
H 0.4717 3.9045 -5.6963 0.0 0.0 0.0
H 2.1126 -5.4849 1.0523 0.0 0.0 0.0
H 3.2341 -4.3355 0.3183 0.0 0.0 0.0
C 1.3463 -2.5294 0.1533 -0.1 0.0 -0.1
H -3.2664 3.6391 -0.9954 0.0 0.0 0.0
H 1.3021 -2.5295 -5.5637 0.0 0.0 0.0
H -0.7250 3.0159 -6.6455 0.0 0.0 0.0
C -4.4366 0.6477 -2.1054 -0.1 0.1 0.1
H 3.3870 -6.5060 2.8217 0.0 0.0 0.0
C 1.6045 1.5673 0.2406 0.0 -0.1 0.0
H -4.8378 1.9305 -0.5646 0.0 -0.1 0.0
N 0.3044 -1.7759 0.4716 0.1 -0.2 0.3
H 1.8187 1.1272 -2.3817 0.0 0.0 0.0
N -1.6645 -3.8022 -2.1380 0.0 -0.1 0.1
C -3.8023 2.8672 1.4489 0.0 0.0 0.1
N -3.0132 1.1759 -0.2026 -0.2 0.3 0.1
H -1.0467 4.6759 -6.1510 0.0 0.0 0.0
C -3.5232 -0.3038 -2.5205 -0.7 0.1 -0.3
H 2.2676 0.7179 0.3044 0.0 0.0 0.0
N 4.7907 0.0759 5.9667 0.1 -0.2 0.1
H -1.2289 1.4105 3.9237 0.0 0.0 0.0
C -0.3719 -2.6206 -3.4908 0.3 0.2 -0.1
H 0.0903 1.7116 -4.0451 0.0 0.0 0.0
H -7.2436 -0.0731 -3.8125 0.0 0.0 0.0
H -2.6485 3.3334 4.6143 0.0 0.0 0.0
N 1.5120 -3.4912 1.0577 0.1 -0.1 0.2
C -0.0384 2.8440 -0.0310 0.0 0.0 0.0
C 0.6203 -1.5782 -3.7685 -0.2 -0.1 0.0
C 3.9091 4.1453 4.6031 0.0 0.0 0.0
C -3.0041 1.7927 1.0420 0.0 0.0 -0.1
H 3.9602 5.0134 5.2463 0.0 0.0 0.0
H -3.0852 4.4103 -4.2478 0.0 0.0 0.0
N 0.9203 3.6530 0.3484 0.1 -0.2 0.0
C -0.1294 -2.3516 1.6360 0.0 0.1 0.0
H 3.7467 1.0580 2.3091 0.0 0.0 0.0
H 3.4119 0.9870 -4.2793 0.0 0.0 0.0
C -3.5710 2.9491 -1.7821 0.1 0.0 0.0
C -2.0802 1.2817 1.9764 0.0 0.0 0.0
C 4.3379 0.4351 4.8212 -0.1 0.2 -0.1
H -4.3076 4.2343 3.0154 0.0 0.0 0.0
C -1.9509 1.8298 3.2332 0.0 0.0 0.0
H 5.0192 -4.0384 5.9286 0.0 0.0 0.0
H 3.4208 5.2917 2.8532 0.0 0.0 0.0
H 4.0414 2.8361 0.3669 0.0 0.0 0.0
N -0.7267 2.2610 -3.8376 0.0 -0.1 0.0
H 1.9673 -2.4232 -0.7237 0.0 0.0 0.0
C 1.7473 0.3229 -3.1064 -0.1 0.0 0.0
H 4.5367 -6.2868 4.9929 0.0 0.0 0.0
H -0.4980 -3.4315 -4.2025 0.1 -0.1 0.0
C -5.7509 0.7730 -2.5260 -0.1 0.0 -0.1
C -3.8760 -5.5186 0.6738 0.0 0.0 -0.1
La -1.4064 -0.3917 -1.1826 1.3 0.4 0.5
C 3.5406 3.1953 2.4207 -0.1 0.0 0.0
N 1.9735 2.8181 0.5103 0.1 0.2 0.1
C 3.6320 -5.5223 3.2056 0.1 0.0 0.0
H -1.0339 3.1946 -0.2422 0.0 0.0 0.0
H -3.4347 -2.0038 -3.8394 0.0 0.0 0.0
C -2.3964 3.6401 -3.9395 -0.1 0.0 0.0
S -2.9618 -2.6404 0.0071 0.2 0.0 -0.1
H 3.3121 -2.2476 2.4478 0.0 0.0 0.0
H -4.4040 -6.4706 0.6837 0.0 0.0 0.0
H -6.4111 1.5403 -2.1288 0.0 0.0 0.0
C -2.4903 2.8038 -2.8128 -0.1 0.1 0.1
C 2.6254 0.2527 -4.1699 0.0 0.0 0.0
C -5.3620 -1.1175 -3.9366 0.0 0.0 0.0
C 4.1514 2.8874 5.1266 0.0 0.0 0.0
C -3.6714 3.4056 2.7300 0.0 0.0 0.0
C -0.5965 3.7375 -5.8376 0.0 0.0 0.0
H -5.7208 -1.8372 -4.6623 0.0 0.0 0.0
```
Forces are in eV/Å.

Values from the calculation:
HOMO-LUMO gap   6.695 eV
ΔE to the lowest compared entry with this formula, charge and spin   27.5 kcal per mole
Net charge   +1
Maximum force   1.465 eV Å⁻¹


[3]
Below is C5H9O as an isolated structure at a distorted geometry, with properties calculated with ωB97M-V/def2-TZVPD.

```
15
Properties=species:S:1:pos:R:3:forces:R:3
H -2.3498 -0.8273 -0.0755 -0.2 -0.2 -0.2
H -1.5550 -0.6110 1.4589 -0.5 1.3 -0.3
C 2.4977 0.4155 0.0592 0.1 0.1 0.0
H 0.0186 -1.6848 -1.0746 0.0 0.2 0.1
H -0.8549 0.8198 -1.1841 -0.3 0.2 0.0
O -2.9374 1.2519 0.2702 1.8 -2.5 2.2
H -0.0261 1.0454 0.3133 0.3 0.7 0.5
H 3.5801 0.3525 0.1459 -0.2 0.1 0.0
C 0.3923 -0.8140 -0.5300 -0.2 -0.7 0.2
C -1.8047 -0.0831 0.4814 1.6 -1.8 -3.0
H 2.0037 1.3480 0.3427 0.3 -0.2 0.0
H 2.3707 -1.5507 -0.6736 -0.2 0.2 0.0
C -0.5495 0.3160 -0.2627 -0.1 -0.3 -0.4
H -2.5601 0.6946 1.1144 -2.5 2.9 0.7
C 1.7742 -0.6728 -0.3856 -0.1 0.1 0.1
```
Forces are in eV/Å.

Values from the calculation:
HOMO-LUMO gap   5.239 eV
ΔE to the lowest compared entry with this formula, charge and spin   79.1 kcal per mole
Net charge   -1
Maximum force   3.909 eV Å⁻¹


Energy values (in eV) by entry order: -101487.9993, -94255.5528, -7373.7566.